ORCA calculation (wB97M-V/def2-TZVPD) on C32H41GeN4O4PS3Tc as an isolated structure at a distorted geometry.

2S+1 ... 3
Relative energy (zero: lowest compared OMol25 entry of this formula, charge and spin) ... 0.73 kcal/mol
Orbital gap (alpha / beta) ... 7.341 / 6.770 eV
HOMO energy (alpha / beta) ... -5.15 / -4.58 eV
Max |F| ... 1.146 eV/A
Charge ... -1
Electronic energy ... -148513.266 eV

XYZ file:
```
87
C32H41GeN4O4PS3Tc, DFT wB97M-V/def2-TZVPD
Tc 0.357 0.209 0.287
C 2.566 -0.759 5.350
C 2.878 -1.176 4.062
C 1.965 -1.008 3.034
C 0.735 -0.418 3.284
C 0.413 -0.007 4.570
C 1.329 -0.176 5.600
N -0.187 -0.208 2.190
N -1.421 -0.290 2.562
C -2.246 -0.071 1.485
C -3.640 -0.074 1.654
C -4.451 0.150 0.566
C -3.882 0.380 -0.700
C -2.512 0.372 -0.866
C -1.662 0.140 0.226
H 3.284 -0.882 6.152
H 3.840 -1.628 3.846
H 2.220 -1.330 2.032
H -0.549 0.458 4.745
H 1.076 0.160 6.600
H -4.049 -0.250 2.644
H -5.528 0.150 0.681
H -4.526 0.572 -1.552
H -2.088 0.548 -1.850
C -3.566 4.897 4.075
C -2.628 4.702 2.907
C -2.005 3.482 2.684
C -1.146 3.302 1.608
C -0.911 4.356 0.738
C -1.532 5.587 0.937
C -2.380 5.752 2.019
S 0.160 4.221 -0.666
O -0.496 4.907 -1.762
O 1.461 4.730 -0.301
N 0.132 2.632 -0.820
C 0.764 2.050 -1.863
C 1.309 2.660 -3.033
C 1.891 1.875 -3.985
C 1.953 0.476 -3.821
C 1.431 -0.056 -2.681
N 0.859 0.695 -1.710
H -3.481 4.080 4.791
H -4.604 4.943 3.736
H -3.348 5.832 4.594
H -2.199 2.648 3.353
H -0.673 2.344 1.437
H -1.353 6.392 0.233
H -2.872 6.708 2.175
H 1.245 3.733 -3.140
H 2.308 2.332 -4.874
H 2.420 -0.166 -4.554
H 1.468 -1.119 -2.494
C 4.888 3.644 -2.420
C 4.794 2.216 -1.928
O 3.717 2.153 -0.976
P 3.780 1.164 0.281
S 4.061 -0.680 -0.291
S 2.178 1.703 1.353
O 5.109 1.628 1.079
C 5.108 2.640 2.102
C 5.021 4.035 1.517
H 5.708 3.742 -3.138
H 5.061 4.322 -1.582
H 3.949 3.940 -2.895
H 5.727 1.888 -1.467
H 4.566 1.532 -2.747
H 6.038 2.496 2.644
H 4.282 2.462 2.788
H 5.840 4.204 0.814
H 5.091 4.778 2.318
H 4.070 4.176 0.997
C 0.098 -4.894 -0.597
Ge -0.179 -3.448 0.712
C 0.827 -3.998 2.298
C -2.073 -3.443 1.196
C 0.410 -1.851 -0.245
H -0.096 -5.878 -0.159
H 1.134 -4.868 -0.952
H -0.562 -4.758 -1.461
H 0.537 -5.022 2.553
H 0.618 -3.349 3.150
H 1.905 -3.979 2.106
H -2.386 -4.449 1.489
H -2.689 -3.108 0.355
H -2.241 -2.761 2.032
H -0.122 -1.942 -1.200
H 1.477 -2.010 -0.463
```

Löwdin population analysis, charges in e, atoms 1 to 2:
1 Tc 1.26
2 C -0.10

ORCA calculation (wB97M-V/def2-TZVPD) on C5H12O as an isolated structure.

Relative energy (zero: lowest compared OMol25 entry of this formula, charge and spin) ... 97.99 kcal/mol
Orbital gap (alpha / beta) ... 8.184 / 8.144 eV
HOMO energy (alpha / beta) ... -7.02 / -6.98 eV
Max |F| ... 0.275 eV/A
Electronic energy ... -7423.062 eV

XYZ file:
```
18
C5H12O, DFT wB97M-V/def2-TZVPD
C 2.636 -0.241 0.587
C 1.606 -0.870 -0.360
C 0.201 -0.453 -0.067
O -0.509 0.009 -1.054
C -1.717 0.529 -0.969
C -2.631 0.124 0.133
H 3.644 -0.613 0.372
H 2.410 -0.479 1.632
H 2.642 0.848 0.489
H 1.697 -1.965 -0.303
H 1.827 -0.593 -1.396
H -0.302 -0.698 0.863
H -0.076 1.630 0.570
H -2.091 0.828 -1.940
H -0.681 1.905 0.172
H -3.604 0.604 -0.007
H -2.263 0.406 1.129
H -2.789 -0.970 0.148
```

Löwdin population analysis, charges in e, atoms 1 to 2:
1 C -0.11
2 C -0.23

ORCA calculation (wB97M-V/def2-TZVPD) on an isolated ion of composition C2HO4S and charge -1 at a distorted geometry.

Relative energy (zero: lowest compared OMol25 entry of this formula, charge and spin) ... 42.06 kcal/mol
Orbital gap ... 8.461 eV
HOMO energy ... -4.55 eV
Max |F| ... 4.276 eV/A
Charge ... -1
Electronic energy ... -21114.892 eV

XYZ file:
```
8
C2HO4S, DFT wB97M-V/def2-TZVPD
C 0.184 0.504 0.965
C 0.335 1.072 -0.242
O 0.753 -2.135 0.189
O 0.577 2.199 -0.541
O -1.499 -1.534 -0.710
O 0.400 -0.028 -1.204
S -0.262 -1.055 -0.112
H -0.487 0.977 1.653
```

Löwdin population analysis, charges in e, atoms 1 to 2:
1 C -0.07
2 C -0.75

ORCA calculation (wB97M-V/def2-TZVPD) on C35H52AsP3PrS as an isolated structure at a distorted geometry.

2S+1 ... 3
Orbital gap (alpha / beta) ... 3.543 / 3.639 eV
HOMO energy (alpha / beta) ... -13.63 / -13.63 eV
Max |F| ... 2.184 eV/A
Charge ... +3
Electronic energy ... -150722.015 eV

XYZ file:
```
93
C35H52AsP3PrS, DFT wB97M-V/def2-TZVPD
Pr -0.224 -0.624 0.238
P -2.155 1.502 -0.249
P -2.599 -1.943 0.758
P 1.044 0.784 -1.775
H -1.678 -2.497 -1.931
C -0.614 -2.220 -1.992
C 0.337 -2.682 -1.131
H 0.107 -3.341 -0.266
C -3.271 1.603 -1.718
C -3.349 1.714 1.148
C -1.403 3.193 -0.237
C -2.221 -3.741 0.790
C -3.165 -1.682 2.491
C -4.078 -1.785 -0.266
C 2.371 -0.306 -2.440
C 2.018 2.163 -1.030
C 0.209 1.441 -3.242
H -0.394 -1.542 -2.832
H 1.410 -2.413 -1.207
H -3.914 2.481 -1.686
H -3.900 0.717 -1.775
H -2.683 1.638 -2.633
H -3.928 2.628 1.029
H -2.807 1.776 2.091
H -4.038 0.875 1.219
H -2.178 3.957 -0.213
H -0.781 3.360 -1.114
H -0.777 3.316 0.645
H -3.080 -4.289 1.175
H -1.357 -3.930 1.432
H -1.966 -4.087 -0.211
H -4.162 -2.083 2.648
H -3.173 -0.613 2.695
H -2.462 -2.127 3.190
H -4.801 -2.539 0.038
H -3.809 -1.938 -1.312
H -4.526 -0.794 -0.190
H 3.018 0.245 -3.120
H 1.928 -1.148 -2.971
H 2.979 -0.724 -1.634
H 2.608 2.631 -1.813
H 2.678 1.793 -0.244
H 1.355 2.901 -0.579
H 0.936 1.817 -3.959
H -0.501 2.227 -2.986
H -0.362 0.640 -3.714
C 1.691 -1.179 -7.386
C 0.954 -0.920 -8.553
C 0.791 -1.925 -9.507
C 1.366 -3.188 -9.306
C 2.109 -3.443 -8.145
C 2.276 -2.443 -7.189
S 1.901 0.041 -6.147
H 1.201 1.047 -6.719
H 0.520 0.070 -8.682
H 0.215 -1.729 -10.411
H 1.237 -3.973 -10.054
H 2.560 -4.421 -7.980
H 2.849 -2.613 -6.279
C 1.166 4.978 4.721
C 1.559 4.759 3.389
C 1.297 3.524 2.789
C 0.642 2.531 3.538
C 0.278 2.736 4.873
C 0.530 3.976 5.466
As 0.320 0.849 2.661
C 2.173 0.122 2.606
C 2.706 -0.537 1.483
C 4.029 -0.978 1.508
C 4.816 -0.767 2.648
C 4.287 -0.102 3.759
C 2.963 0.359 3.739
C -0.527 -0.180 4.091
C -0.024 -1.447 4.412
C -0.648 -2.181 5.426
C -1.790 -1.674 6.060
C -2.340 -0.447 5.669
C -1.721 0.296 4.660
H 1.366 5.946 5.183
H 2.072 5.533 2.813
H 1.619 3.311 1.766
H -0.186 1.930 5.435
H 0.225 4.137 6.506
H 2.156 -0.723 0.542
H 4.429 -1.488 0.630
H 5.846 -1.126 2.661
H 4.898 0.069 4.648
H 2.539 0.914 4.579
H 0.855 -1.828 3.885
H -0.217 -3.137 5.735
H -2.255 -2.235 6.871
H -3.238 -0.052 6.150
H -2.141 1.253 4.338
```

Löwdin population analysis, charges in e, atoms 1 to 2:
1 Pr 0.45
2 P 0.75

- Which of these has the highest max |F|?
  C2HO4S

Repeat the first record exactly.
ORCA calculation (wB97M-V/def2-TZVPD) on C32H41GeN4O4PS3Tc as an isolated structure at a distorted geometry.

2S+1 ... 3
Relative energy (zero: lowest compared OMol25 entry of this formula, charge and spin) ... 0.73 kcal/mol
Orbital gap (alpha / beta) ... 7.341 / 6.770 eV
HOMO energy (alpha / beta) ... -5.15 / -4.58 eV
Max |F| ... 1.146 eV/A
Charge ... -1
Electronic energy ... -148513.266 eV

XYZ file:
```
87
C32H41GeN4O4PS3Tc, DFT wB97M-V/def2-TZVPD
Tc 0.357 0.209 0.287
C 2.566 -0.759 5.350
C 2.878 -1.176 4.062
C 1.965 -1.008 3.034
C 0.735 -0.418 3.284
C 0.413 -0.007 4.570
C 1.329 -0.176 5.600
N -0.187 -0.208 2.190
N -1.421 -0.290 2.562
C -2.246 -0.071 1.485
C -3.640 -0.074 1.654
C -4.451 0.150 0.566
C -3.882 0.380 -0.700
C -2.512 0.372 -0.866
C -1.662 0.140 0.226
H 3.284 -0.882 6.152
H 3.840 -1.628 3.846
H 2.220 -1.330 2.032
H -0.549 0.458 4.745
H 1.076 0.160 6.600
H -4.049 -0.250 2.644
H -5.528 0.150 0.681
H -4.526 0.572 -1.552
H -2.088 0.548 -1.850
C -3.566 4.897 4.075
C -2.628 4.702 2.907
C -2.005 3.482 2.684
C -1.146 3.302 1.608
C -0.911 4.356 0.738
C -1.532 5.587 0.937
C -2.380 5.752 2.019
S 0.160 4.221 -0.666
O -0.496 4.907 -1.762
O 1.461 4.730 -0.301
N 0.132 2.632 -0.820
C 0.764 2.050 -1.863
C 1.309 2.660 -3.033
C 1.891 1.875 -3.985
C 1.953 0.476 -3.821
C 1.431 -0.056 -2.681
N 0.859 0.695 -1.710
H -3.481 4.080 4.791
H -4.604 4.943 3.736
H -3.348 5.832 4.594
H -2.199 2.648 3.353
H -0.673 2.344 1.437
H -1.353 6.392 0.233
H -2.872 6.708 2.175
H 1.245 3.733 -3.140
H 2.308 2.332 -4.874
H 2.420 -0.166 -4.554
H 1.468 -1.119 -2.494
C 4.888 3.644 -2.420
C 4.794 2.216 -1.928
O 3.717 2.153 -0.976
P 3.780 1.164 0.281
S 4.061 -0.680 -0.291
S 2.178 1.703 1.353
O 5.109 1.628 1.079
C 5.108 2.640 2.102
C 5.021 4.035 1.517
H 5.708 3.742 -3.138
H 5.061 4.322 -1.582
H 3.949 3.940 -2.895
H 5.727 1.888 -1.467
H 4.566 1.532 -2.747
H 6.038 2.496 2.644
H 4.282 2.462 2.788
H 5.840 4.204 0.814
H 5.091 4.778 2.318
H 4.070 4.176 0.997
C 0.098 -4.894 -0.597
Ge -0.179 -3.448 0.712
C 0.827 -3.998 2.298
C -2.073 -3.443 1.196
C 0.410 -1.851 -0.245
H -0.096 -5.878 -0.159
H 1.134 -4.868 -0.952
H -0.562 -4.758 -1.461
H 0.537 -5.022 2.553
H 0.618 -3.349 3.150
H 1.905 -3.979 2.106
H -2.386 -4.449 1.489
H -2.689 -3.108 0.355
H -2.241 -2.761 2.032
H -0.122 -1.942 -1.200
H 1.477 -2.010 -0.463
```

Löwdin population analysis, charges in e, atoms 1 to 2:
1 Tc 1.26
2 C -0.10

- Look up the electronic energy of the third one.
  -21114.892 eV

- Look up the electronic energy of the first one.
  -148513.266 eV